Entry from the OMol25 dataset: a structure of composition C20H21N5O6RhS (ωB97M-V/def2-TZVPD).

CARTESIAN COORDINATES (ANGSTROEM)
Rh (0.583, -0.156, -0.815)
O (0.840, -0.305, 1.282)
C (0.298, -1.204, 1.950)
C (-0.681, -2.146, 1.510)
C (-1.134, -3.058, 2.491)
C (-2.083, -3.980, 2.182)
C (-2.635, -4.050, 0.895)
C (-2.211, -3.179, -0.072)
C (-1.222, -2.206, 0.197)
O (-0.908, -1.426, -0.806)
N (-2.542, -4.917, 3.221)
O (-3.419, -5.693, 2.911)
O (-2.065, -4.793, 4.329)
H (0.590, -1.275, 3.004)
H (-0.732, -3.027, 3.496)
H (-3.386, -4.798, 0.684)
H (-2.615, -3.220, -1.074)
C (-0.082, 2.576, -0.105)
N (-0.778, 1.339, -0.633)
C (-1.906, 1.002, 0.338)
N (-2.800, 2.116, 0.508)
C (-2.056, 3.274, 1.007)
N (-1.004, 3.666, 0.063)
C (-1.618, 3.979, -1.230)
N (-2.350, 2.823, -1.749)
C (-1.440, 1.733, -1.942)
C (-3.392, 2.448, -0.790)
H (0.678, 2.859, -0.834)
H (0.385, 2.313, 0.844)
H (-1.451, 0.738, 1.289)
H (-2.439, 0.151, -0.072)
H (-1.607, 3.028, 1.970)
H (-2.741, 4.110, 1.143)
H (-0.842, 4.268, -1.940)
H (-2.305, 4.815, -1.104)
H (-0.648, 2.017, -2.636)
H (-1.957, 0.847, -2.314)
H (-3.943, 1.586, -1.166)
H (-4.083, 3.281, -0.667)
O (5.968, -0.257, 1.427)
C (6.018, -0.633, 0.134)
O (7.023, -1.050, -0.353)
C (4.756, -0.471, -0.675)
C (4.613, -1.294, -1.802)
C (3.502, -1.219, -2.608)
C (2.537, -0.226, -2.356)
S (0.927, -0.200, -3.037)
C (2.708, 0.632, -1.248)
C (3.803, 0.483, -0.388)
H (5.066, -0.070, 1.707)
H (5.395, -2.014, -2.007)
H (3.360, -1.912, -3.426)
H (2.098, 1.531, -1.171)
H (3.925, 1.168, 0.442)

As for the total charge: +1. The value obtained for the calculated total energy is -2008.35171 hartree.

=====

Entry from the OMol25 dataset: an isolated molecule of C20H21NO4 (ωB97M-V/def2-TZVPD).

CARTESIAN COORDINATES (ANGSTROEM)
O (0.496, 3.394, -1.499)
C (0.320, 2.553, -0.658)
O (1.272, 1.693, -0.250)
C (2.506, 1.682, -0.963)
C (2.966, 0.232, -1.133)
O (3.098, -0.254, -2.238)
N (3.213, -0.459, -0.002)
C (3.078, -0.005, 1.364)
C (2.037, -0.874, 2.084)
O (2.356, -2.242, 2.005)
C (2.469, -2.670, 0.665)
C (3.542, -1.870, -0.080)
C (-0.944, 2.348, 0.101)
C (-1.484, 3.451, 0.752)
C (-2.650, 3.329, 1.484)
C (-3.285, 2.101, 1.551)
C (-2.764, 1.008, 0.878)
C (-1.592, 1.109, 0.142)
C (-1.042, -0.064, -0.637)
C (-1.925, -1.280, -0.608)
C (-2.945, -1.428, -1.539)
C (-3.768, -2.540, -1.511)
C (-3.580, -3.519, -0.551)
C (-2.567, -3.380, 0.382)
C (-1.746, -2.266, 0.354)
H (3.252, 2.276, -0.422)
H (2.358, 2.118, -1.956)
H (2.769, 1.035, 1.409)
H (4.048, -0.122, 1.863)
H (2.006, -0.629, 3.147)
H (1.047, -0.685, 1.643)
H (2.732, -3.727, 0.704)
H (1.504, -2.555, 0.147)
H (3.582, -2.155, -1.131)
H (4.517, -2.037, 0.389)
H (-0.975, 4.401, 0.680)
H (-3.062, 4.186, 1.994)
H (-4.196, 1.992, 2.119)
H (-3.282, 0.062, 0.922)
H (-0.058, -0.321, -0.236)
H (-0.893, 0.253, -1.674)
H (-3.094, -0.665, -2.290)
H (-4.557, -2.643, -2.242)
H (-4.221, -4.389, -0.529)
H (-2.414, -4.140, 1.134)
H (-0.961, -2.164, 1.091)

Its structure (SMILES) is O=C(OCC(=O)N1CCOCC1)c1ccccc1Cc1ccccc1. The value obtained for the calculated total energy is -1130.45823 hartree.

=====

Entry from the OMol25 dataset: an isolated molecule of C20H21NO5 at a distorted geometry (ωB97M-V/def2-TZVPD).

CARTESIAN COORDINATES (ANGSTROEM)
C (-4.378, -4.165, 0.117)
C (-3.541, -2.921, 0.104)
C (-2.157, -3.042, 0.282)
C (-1.335, -1.945, 0.281)
C (-1.882, -0.670, 0.098)
C (-3.269, -0.535, -0.081)
N (-3.776, 0.720, -0.258)
C (-3.072, 1.917, -0.283)
O (-3.680, 2.947, -0.451)
C (-1.624, 1.771, -0.094)
C (-0.767, 2.973, -0.101)
O (-1.153, 4.110, -0.253)
C (0.652, 2.642, 0.103)
C (1.067, 1.375, 0.270)
C (2.509, 1.031, 0.480)
O (3.386, 1.856, 0.502)
O (2.676, -0.276, 0.647)
C (4.016, -0.734, 0.844)
C (4.744, -0.886, -0.489)
C (6.094, -1.598, -0.360)
C (6.673, -1.843, -1.752)
C (7.078, -0.788, 0.481)
O (0.239, 0.312, 0.265)
C (-1.080, 0.523, 0.086)
C (-4.107, -1.666, -0.078)
C (-5.584, -1.466, -0.273)
H (-4.908, -4.286, -0.826)
H (-3.752, -5.040, 0.270)
H (-5.113, -4.129, 0.920)
H (-1.733, -4.025, 0.423)
H (-0.271, -2.044, 0.419)
H (-4.774, 0.828, -0.388)
H (1.370, 3.447, 0.117)
H (3.915, -1.698, 1.348)
H (4.537, -0.023, 1.491)
H (4.099, -1.457, -1.163)
H (4.894, 0.105, -0.923)
H (5.931, -2.567, 0.126)
H (6.847, -0.897, -2.260)
H (5.992, -2.437, -2.356)
H (7.620, -2.373, -1.682)
H (6.745, -0.709, 1.513)
H (7.187, 0.215, 0.075)
H (8.055, -1.267, 0.478)
H (-5.781, -0.994, -1.236)
H (-5.990, -0.829, 0.513)
H (-6.118, -2.409, -0.248)

Its structure (SMILES) is Cc1ccc2c([nH]c(=O)c3c(=O)cc(C(=O)OCCC(C)C)oc32)c1C. The value obtained for the calculated total energy is -1205.73093 hartree.

=====

Entry from the OMol25 dataset: an isolated molecule of C20H21NO7S (ωB97M-V/def2-TZVPD).

CARTESIAN COORDINATES (ANGSTROEM)
C (4.255, -2.180, 1.184)
O (2.946, -1.664, 1.366)
C (2.624, -0.581, 0.646)
O (3.391, -0.042, -0.129)
C (1.260, -0.144, 0.901)
C (0.653, 0.872, 0.177)
N (1.291, 1.607, -0.777)
C (0.782, 2.432, -1.750)
O (1.534, 3.031, -2.487)
C (-0.706, 2.475, -1.877)
C (-1.511, 3.599, -1.685)
O (-1.137, 4.792, -1.175)
C (0.181, 5.027, -0.738)
C (-2.877, 3.516, -1.989)
C (-3.420, 2.353, -2.474)
C (-2.635, 1.224, -2.662)
C (-1.285, 1.284, -2.368)
O (-0.415, 0.244, -2.510)
C (-0.912, -1.000, -2.939)
S (-0.988, 1.158, 0.689)
C (-0.852, -0.108, 1.863)
C (0.369, -0.691, 1.862)
C (0.443, -1.812, 2.845)
C (0.587, -3.154, 2.145)
O (1.147, -4.110, 2.609)
O (-0.020, -3.155, 0.955)
C (0.054, -4.366, 0.218)
C (-0.916, -1.709, 3.599)
C (-1.816, -0.725, 2.814)
H (4.996, -1.489, 1.593)
H (4.280, -3.126, 1.720)
H (4.463, -2.329, 0.122)
H (2.290, 1.386, -0.848)
H (0.887, 5.057, -1.571)
H (0.152, 5.999, -0.248)
H (0.504, 4.269, -0.016)
H (-3.478, 4.396, -1.830)
H (-4.473, 2.309, -2.709)
H (-3.083, 0.322, -3.043)
H (-1.336, -0.940, -3.945)
H (-1.664, -1.390, -2.245)
H (-0.050, -1.667, -2.951)
H (1.287, -1.723, 3.531)
H (-0.482, -4.191, -0.712)
H (-0.405, -5.182, 0.779)
H (1.096, -4.622, 0.017)
H (-1.383, -2.688, 3.696)
H (-0.735, -1.327, 4.602)
H (-2.286, 0.007, 3.471)
H (-2.609, -1.247, 2.273)

Its structure (SMILES) is COC(=O)c1c(NC(=O)c2c(OC)cccc2OC)sc2c1[C@H](C(=O)OC)CC2. The value obtained for the calculated total energy is -1754.36926 hartree.

=====

Entry from the OMol25 dataset: a structure of composition C20H22BF6IN4O7PdS3 at a distorted geometry (ωB97M-V/def2-TZVPD).

CARTESIAN COORDINATES (ANGSTROEM)
Pd (0.461, 0.582, 2.088)
F (2.285, 1.959, 7.190)
C (1.604, 0.899, 6.817)
F (2.273, -0.205, 7.068)
F (0.419, 0.872, 7.393)
S (1.288, 1.019, 4.992)
O (0.654, -0.201, 4.522)
O (0.544, 2.223, 4.737)
N (2.797, 1.103, 4.420)
S (2.889, 1.034, 2.892)
O (2.487, -0.258, 2.262)
O (2.019, 2.037, 2.187)
C (4.676, 1.453, 2.545)
F (4.872, 2.678, 2.965)
F (4.837, 1.363, 1.243)
F (5.425, 0.592, 3.184)
N (-2.093, -5.798, 1.152)
C (-2.524, -4.869, 2.016)
S (-3.729, -5.131, 3.087)
C (-1.815, -3.539, 1.965)
C (-2.330, -2.467, 2.691)
C (-1.700, -1.247, 2.673)
N (-0.586, -1.071, 1.947)
C (-0.043, -2.081, 1.256)
C (-0.641, -3.323, 1.242)
H (-2.536, -6.703, 1.170)
H (-1.378, -5.647, 0.464)
H (-3.223, -2.611, 3.284)
H (-2.059, -0.404, 3.241)
H (0.881, -1.889, 0.724)
H (-0.145, -4.096, 0.676)
N (-2.673, 3.165, 2.446)
C (-1.457, 2.779, 2.151)
O (-1.257, 1.513, 2.123)
C (-0.432, 3.805, 1.832)
I (-0.025, 3.719, -0.257)
H (-3.395, 2.486, 2.644)
H (-2.915, 4.143, 2.483)
H (0.489, 3.619, 2.376)
H (-0.803, 4.803, 2.044)
C (-0.281, 1.173, -6.577)
C (-0.667, -0.020, -5.691)
C (-2.191, -0.090, -5.602)
C (-0.153, -1.320, -6.324)
C (-0.020, 0.158, -4.315)
C (1.379, 0.219, -4.223)
C (2.062, 0.392, -3.026)
C (1.275, 0.498, -1.905)
O (1.675, 0.683, -0.555)
B (0.478, 0.770, 0.047)
O (-0.644, 0.575, -0.668)
C (-0.101, 0.437, -1.973)
C (-0.787, 0.271, -3.153)
H (-0.744, 1.068, -7.559)
H (0.797, 1.237, -6.726)
H (-0.624, 2.113, -6.141)
H (-2.603, -0.226, -6.601)
H (-2.619, 0.830, -5.198)
H (-2.526, -0.933, -4.994)
H (-0.624, -1.467, -7.296)
H (-0.391, -2.183, -5.700)
H (0.926, -1.299, -6.483)
H (1.964, 0.133, -5.128)
H (3.140, 0.440, -2.979)
H (-1.865, 0.234, -3.166)

As for the total charge: +2. The value obtained for the calculated total energy is -3764.67286 hartree.

=====

Entry from the OMol25 dataset: a structure of composition C20H22Cl55IO7P2S at a distorted geometry (ωB97M-V/def2-TZVPD).

CARTESIAN COORDINATES (ANGSTROEM)
O (5.792, -3.742, 1.504)
P (4.717, -4.659, 0.940)
O (5.347, -6.203, 0.975)
O (4.487, -4.188, -0.652)
P (3.003, -4.404, 2.250)
C (1.580, -5.562, 1.767)
I (2.046, -7.652, 2.064)
O (0.504, -5.090, 2.640)
S (-0.387, -3.981, 1.756)
O (0.026, -2.554, 1.899)
O (-1.830, -3.973, 2.074)
O (0.044, -4.321, 0.169)
C (0.889, -5.482, 0.359)
Cl (1.841, -5.860, -1.112)
H (6.221, -6.079, 0.572)
H (3.748, -3.567, -0.666)
H (2.512, -3.082, 1.981)
H (0.130, -6.303, 0.359)
C (6.520, -5.272, -3.656)
Cl (7.040, -6.521, -4.792)
Cl (4.820, -5.487, -3.228)
Cl (7.532, -5.289, -2.204)
H (6.631, -4.306, -4.136)
C (-0.862, -0.143, -0.623)
Cl (-2.605, -0.057, -0.914)
Cl (-0.035, -0.875, -2.004)
Cl (-0.204, 1.466, -0.296)
H (-0.693, -0.767, 0.249)
C (-3.807, -1.228, -4.539)
Cl (-3.710, -0.358, -6.075)
Cl (-5.469, -1.238, -3.930)
Cl (-3.200, -2.880, -4.711)
H (-3.183, -0.712, -3.816)
C (-7.264, 2.036, -2.725)
Cl (-8.850, 2.814, -2.809)
Cl (-6.095, 2.913, -3.714)
Cl (-6.710, 1.934, -1.050)
H (-7.356, 1.028, -3.115)
C (-0.800, 4.335, 2.450)
Cl (-2.370, 5.141, 2.366)
Cl (0.399, 5.213, 1.493)
Cl (-0.263, 4.179, 4.126)
H (-0.907, 3.339, 2.035)
C (-8.187, 6.423, -2.224)
Cl (-9.758, 7.227, -2.303)
Cl (-7.000, 7.279, -3.216)
Cl (-7.631, 6.309, -0.549)
H (-8.296, 5.419, -2.614)
C (-1.764, 3.977, -3.200)
Cl (-2.438, 2.393, -3.592)
Cl (-2.758, 5.274, -3.875)
Cl (-1.615, 4.145, -1.449)
H (-0.774, 4.043, -3.637)
C (-12.805, 9.815, -3.107)
Cl (-12.780, 10.944, -1.748)
Cl (-13.755, 8.379, -2.707)
Cl (-13.440, 10.598, -4.558)
H (-11.786, 9.503, -3.308)
C (7.357, -0.726, 2.688)
Cl (5.798, 0.110, 2.643)
Cl (8.549, 0.135, 1.707)
Cl (7.929, -0.898, 4.352)
H (7.221, -1.719, 2.270)
C (1.648, -3.736, 6.158)
Cl (2.509, -5.008, 5.268)
Cl (0.429, -2.949, 5.158)
Cl (0.910, -4.401, 7.622)
H (2.372, -2.985, 6.455)
C (7.070, 2.282, 7.237)
Cl (8.721, 2.854, 6.967)
Cl (6.337, 1.760, 5.718)
Cl (7.053, 0.969, 8.421)
H (6.486, 3.105, 7.632)
C (-7.946, 10.152, 0.228)
Cl (-6.696, 10.966, -0.719)
Cl (-8.206, 10.982, 1.768)
Cl (-9.453, 10.053, -0.688)
H (-7.609, 9.142, 0.438)
C (11.128, -5.278, -5.350)
Cl (9.829, -4.328, -4.618)
Cl (12.402, -5.599, -4.168)
Cl (10.500, -6.791, -6.013)
H (11.555, -4.702, -6.163)
C (-1.494, -5.117, 10.309)
Cl (-0.935, -4.211, 11.720)
Cl (-1.022, -6.816, 10.430)
Cl (-3.245, -4.967, 10.124)
H (-1.023, -4.697, 9.428)
C (-3.333, -6.781, -3.994)
Cl (-3.626, -8.141, -5.082)
Cl (-2.794, -7.354, -2.411)
Cl (-2.148, -5.670, -4.690)
H (-4.266, -6.243, -3.862)
C (7.497, -10.805, -5.481)
Cl (8.823, -9.652, -5.671)
Cl (7.523, -11.522, -3.867)
Cl (5.942, -10.024, -5.791)
H (7.629, -11.598, -6.208)
C (3.162, 5.449, 5.453)
Cl (4.030, 6.967, 5.203)
Cl (3.115, 4.506, 3.962)
Cl (3.908, 4.509, 6.751)
H (2.144, 5.683, 5.744)
C (-3.936, 11.725, -3.673)
Cl (-3.884, 12.853, -2.313)
Cl (-4.905, 10.305, -3.265)
Cl (-4.573, 12.521, -5.117)
H (-2.924, 11.399, -3.883)

The value obtained for the calculated total energy is -27990.97631 hartree.

=====

Entry from the OMol25 dataset: an isolated molecule of C20H22ClN5O at a distorted geometry (ωB97M-V/def2-TZVPD).

CARTESIAN COORDINATES (ANGSTROEM)
C (3.731, -0.646, 0.923)
C (2.281, -0.785, 1.363)
C (1.384, 0.118, 0.542)
O (1.803, 0.810, -0.364)
N (0.058, 0.088, 0.858)
C (-0.488, -0.643, 1.978)
C (-0.847, 1.018, 0.177)
C (-1.504, 1.935, 1.188)
C (-2.811, 1.766, 1.630)
C (-3.355, 2.595, 2.596)
C (-2.595, 3.608, 3.152)
C (-1.290, 3.791, 2.734)
C (-0.752, 2.960, 1.765)
Cl (0.895, 3.228, 1.290)
C (-1.778, 0.260, -0.709)
N (-3.088, 0.330, -0.799)
N (-3.456, -0.530, -1.736)
N (-2.458, -1.130, -2.227)
N (-1.363, -0.665, -1.618)
C (-0.070, -1.150, -1.920)
C (0.798, -0.383, -2.693)
C (0.415, 0.958, -3.234)
C (2.064, -0.897, -2.948)
C (2.443, -2.128, -2.453)
C (1.552, -2.889, -1.715)
C (0.277, -2.418, -1.447)
C (-0.720, -3.252, -0.701)
H (3.824, -0.907, -0.129)
H (4.064, 0.381, 1.045)
H (4.371, -1.299, 1.511)
H (2.176, -0.526, 2.419)
H (1.952, -1.819, 1.230)
H (-0.266, -0.148, 2.929)
H (-0.090, -1.657, 2.009)
H (-1.570, -0.694, 1.869)
H (-0.191, 1.619, -0.472)
H (-3.422, 0.998, 1.186)
H (-4.375, 2.443, 2.913)
H (-3.013, 4.257, 3.907)
H (-0.681, 4.576, 3.154)
H (-0.662, 1.108, -3.240)
H (0.878, 1.733, -2.623)
H (0.787, 1.070, -4.250)
H (2.755, -0.311, -3.534)
H (3.435, -2.507, -2.651)
H (1.845, -3.861, -1.347)
H (-1.494, -3.596, -1.388)
H (-1.212, -2.684, 0.086)
H (-0.240, -4.121, -0.259)

Its structure (SMILES) is CCC(=O)N(C)[C@H](c1ccccc1Cl)c1nnnn1-c1c(C)cccc1C. The value obtained for the calculated total energy is -1584.54228 hartree.

=====

Entry from the OMol25 dataset: a structure of composition C20H22CoFN6O3S3 at a distorted geometry (ωB97M-V/def2-TZVPD).

CARTESIAN COORDINATES (ANGSTROEM)
Co (-0.246, -2.203, -1.108)
C (1.399, 4.126, 2.430)
C (1.318, 4.285, 0.914)
C (0.459, 5.500, 0.569)
C (0.387, 5.682, -0.939)
C (-0.137, 4.431, -1.570)
C (-0.803, 4.482, -2.775)
C (-1.278, 3.310, -3.359)
F (-1.915, 3.391, -4.532)
C (-1.107, 2.089, -2.760)
C (-0.421, 2.016, -1.543)
C (-0.198, 0.699, -0.958)
O (-0.703, -0.304, -1.522)
C (0.591, 0.695, 0.225)
C (1.014, 1.886, 0.760)
N (0.760, 3.091, 0.260)
C (0.069, 3.191, -0.932)
C (1.112, -0.544, 0.939)
O (1.715, -0.391, 1.986)
O (0.928, -1.679, 0.381)
H (1.677, 5.081, 2.868)
H (2.147, 3.404, 2.741)
H (0.434, 3.832, 2.836)
H (2.329, 4.433, 0.509)
H (0.893, 6.386, 1.031)
H (-0.546, 5.358, 0.972)
H (1.383, 5.898, -1.338)
H (-0.254, 6.525, -1.197)
H (-0.959, 5.423, -3.282)
H (-1.472, 1.184, -3.222)
H (1.609, 1.817, 1.657)
C (-4.186, -2.262, 2.583)
C (-3.313, -3.305, 2.018)
N (-3.233, -4.543, 2.370)
N (-2.345, -5.125, 1.537)
C (-1.858, -4.252, 0.636)
S (-0.818, -4.509, -0.633)
N (-2.471, -3.066, 0.949)
N (-2.174, -1.876, 0.312)
H (-4.825, -2.710, 3.336)
H (-4.807, -1.836, 1.793)
H (-3.598, -1.468, 3.044)
H (-2.119, -6.104, 1.626)
H (-2.990, -1.471, -0.147)
H (-1.794, -1.193, 0.970)
S (1.345, -2.371, -2.842)
C (2.099, -3.614, -1.987)
N (2.855, -3.408, -0.914)
C (3.174, -4.556, -0.095)
C (2.981, -5.802, -0.960)
S (2.016, -5.282, -2.434)
H (2.850, -2.496, -0.468)
H (2.502, -4.567, 0.772)
H (4.202, -4.483, 0.266)
H (2.410, -6.572, -0.447)
H (3.915, -6.225, -1.326)

As for the multiplicity: 4. As for the total charge: +1. Its expectation value of S² is 3.76. The value obtained for the calculated total energy is -4006.70800 hartree.

=====

Which value of calculated total energy does entry 4 give? -1754.36926 hartree